No. 1
ORCA calculation (ωB97M-V/def2-TZVPD) on a molecular structure, C49H49N3O5P3Sr at a distorted geometry.

Geometry as ORCA input:
```
! RIJCOSX wB97M-V def2-TZVPD def2/J DEFGRID3
* xyz -1 1
Sr 0.150 -1.232 0.385
P 0.872 2.928 1.304
P -2.728 -2.783 0.403
P -0.423 -0.063 -2.828
O -3.362 -3.555 -0.918
O -2.683 -4.021 1.477
O -4.014 -2.077 1.036
O 2.034 0.025 -0.487
O -1.262 -1.448 2.391
N 1.832 -2.272 1.887
N 1.424 -2.704 -0.965
N -1.355 0.886 -0.183
C -0.903 -1.835 3.559
C 3.468 0.959 -2.094
C 4.662 -0.451 -3.655
C -2.201 -0.082 -2.303
C -1.827 -2.267 4.545
C 0.094 2.616 -2.645
C -0.382 1.629 -3.501
C 1.711 5.305 2.614
C -0.769 2.190 1.802
C -1.422 -2.567 5.827
C 1.573 6.634 2.985
C -0.026 -2.993 -6.367
C -3.162 1.962 -1.017
C -2.761 2.625 0.166
C -4.636 -4.182 -0.876
C 0.690 4.641 1.936
C 0.848 -2.124 5.246
C 4.034 1.069 3.104
C -2.293 0.897 -1.176
C 3.704 1.064 4.449
C 0.413 7.329 2.681
C 0.819 -1.898 -6.260
C -0.375 -1.131 -4.302
C -0.843 3.314 -5.161
C -2.208 -5.299 1.108
C 1.063 -3.500 1.502
C -0.606 6.683 1.996
C 1.969 2.211 2.587
C 2.551 -2.674 -1.548
C -4.096 -0.655 1.229
C -0.085 -2.477 6.206
C -0.468 5.356 1.624
C 0.089 3.946 -3.041
C -0.376 4.297 -4.300
C 0.892 -3.770 -0.123
C 1.646 2.194 3.945
C 3.167 1.635 2.177
C 3.117 -1.448 -2.059
C 2.804 -0.155 -1.488
C -1.657 1.931 0.634
C -1.212 -2.242 -4.413
C 0.650 -0.981 -5.236
C -0.851 1.988 -4.762
C 4.057 -1.550 -3.096
C 2.503 1.623 4.870
C 1.555 -1.639 2.963
C -1.041 -3.163 -5.436
C 4.344 0.813 -3.137
C 0.472 -1.864 3.934
H -1.704 -4.016 -5.502
H 3.220 1.936 -1.696
H -0.376 5.335 -4.610
H -4.770 -0.511 2.072
H -4.498 -0.183 0.334
H -5.390 -3.488 -0.504
H 0.081 -3.521 1.989
H -1.259 2.828 2.544
H 5.367 -0.553 -4.469
H -2.904 -6.046 1.495
H -2.483 -1.098 -2.009
H 2.623 4.777 2.867
H -3.114 -0.242 1.460
H -4.609 -5.065 -0.231
H 2.253 -0.830 3.198
H -1.225 -5.478 1.553
H -3.216 3.494 0.618
H 4.289 -2.542 -3.473
H 1.668 -4.321 1.884
H -2.863 0.218 -3.121
H -1.224 1.225 -5.436
H 0.459 2.350 -1.659
H 1.338 -0.147 -5.151
H -2.006 -2.403 -3.694
H -0.553 1.249 2.324
H 1.301 -4.762 -0.339
H 2.378 7.125 3.518
H 2.233 1.608 5.918
H -0.187 -3.787 -0.324
H 4.805 1.696 -3.567
H -2.869 -2.324 4.256
H -2.137 -5.415 0.023
H 0.219 -2.691 7.222
H -1.516 7.213 1.744
H -1.208 3.582 -6.146
H 0.451 4.703 -2.356
H 1.624 -1.759 -6.971
H 0.712 2.633 4.278
H -2.166 -2.868 6.558
H 0.110 -3.712 -7.166
H 1.899 -2.074 5.514
H 3.403 1.599 1.121
H -3.979 2.220 -1.676
H -1.266 4.871 1.074
H 4.374 0.615 5.172
H -4.871 -4.481 -1.897
H 0.303 8.366 2.974
H 3.145 -3.594 -1.672
H 4.957 0.617 2.764
*
```

Values from the calculation:
Max |F| = 3.5 eV/Å
HOMO = -4.11 eV
Lowest unoccupied orbital energy = 0.0829 Eh


No. 2
ORCA calculation (ωB97M-V/def2-TZVPD) on a molecular structure, C14H32O14 at a distorted geometry.

Geometry as ORCA input:
```
! RIJCOSX wB97M-V def2-TZVPD def2/J DEFGRID3
* xyz 0 1
O -0.488 -1.387 0.079
O 0.624 2.452 1.043
O -0.471 3.455 -2.532
O -0.752 0.450 -0.267
O 0.874 4.274 -0.959
O 3.576 -1.759 -1.993
O -0.616 0.291 -2.456
O 2.900 0.268 -2.253
O -1.003 2.915 -0.508
O 1.111 0.393 1.994
O 3.449 -0.998 -4.093
O -3.088 -1.872 1.475
O -0.152 -0.961 3.113
O -1.050 0.904 1.993
C -0.085 0.173 2.387
C 1.105 -1.645 2.955
C -0.096 3.555 -1.322
C -1.863 2.128 -1.314
C -3.348 2.077 -0.778
C 1.995 -0.661 2.246
C 2.794 0.024 -0.845
C -2.820 -0.480 1.616
C 3.063 -1.466 -0.743
C -1.711 2.789 -2.647
C 1.513 0.479 -0.254
C 0.961 -3.013 2.264
C -0.144 -2.343 -0.895
C 3.385 -0.830 -2.870
H 1.581 -1.777 3.927
H 0.538 -3.088 -0.484
H 0.643 -0.099 -0.564
H 3.786 -1.613 0.059
H 2.115 -1.980 -0.585
H 0.331 -1.785 -1.701
H -2.528 3.508 -2.708
H -3.793 1.256 -1.340
H 3.641 0.555 -0.411
H -3.375 0.154 0.924
H 0.302 -3.052 1.396
H 0.672 -3.787 2.975
H -1.008 0.869 0.555
H -1.516 1.095 -1.294
H 1.606 0.421 0.830
H -0.991 -2.854 -1.355
H -4.015 -1.970 1.704
H -0.566 0.092 -1.522
H -3.175 -0.200 2.608
H -0.679 -0.480 -0.050
H 0.247 2.313 0.174
H 2.875 -0.311 2.785
H -3.936 2.966 -1.001
H 2.383 -1.069 1.313
H -1.042 -1.872 0.695
H -0.080 2.226 1.650
H 1.361 1.530 -0.500
H -3.525 1.874 0.278
H 1.880 -3.439 1.862
H -1.739 -0.355 1.567
H -1.670 1.964 -3.358
H 0.012 -0.306 -2.863
*
```

Values from the calculation:
Max |F| = 18.6 eV/Å
HOMO = -8.58 eV
Lowest unoccupied orbital energy = -0.0053 Eh


What did the second record say?
ORCA calculation (ωB97M-V/def2-TZVPD) on a molecular structure, C14H32O14 at a distorted geometry.

Geometry as ORCA input:
```
! RIJCOSX wB97M-V def2-TZVPD def2/J DEFGRID3
* xyz 0 1
O -0.488 -1.387 0.079
O 0.624 2.452 1.043
O -0.471 3.455 -2.532
O -0.752 0.450 -0.267
O 0.874 4.274 -0.959
O 3.576 -1.759 -1.993
O -0.616 0.291 -2.456
O 2.900 0.268 -2.253
O -1.003 2.915 -0.508
O 1.111 0.393 1.994
O 3.449 -0.998 -4.093
O -3.088 -1.872 1.475
O -0.152 -0.961 3.113
O -1.050 0.904 1.993
C -0.085 0.173 2.387
C 1.105 -1.645 2.955
C -0.096 3.555 -1.322
C -1.863 2.128 -1.314
C -3.348 2.077 -0.778
C 1.995 -0.661 2.246
C 2.794 0.024 -0.845
C -2.820 -0.480 1.616
C 3.063 -1.466 -0.743
C -1.711 2.789 -2.647
C 1.513 0.479 -0.254
C 0.961 -3.013 2.264
C -0.144 -2.343 -0.895
C 3.385 -0.830 -2.870
H 1.581 -1.777 3.927
H 0.538 -3.088 -0.484
H 0.643 -0.099 -0.564
H 3.786 -1.613 0.059
H 2.115 -1.980 -0.585
H 0.331 -1.785 -1.701
H -2.528 3.508 -2.708
H -3.793 1.256 -1.340
H 3.641 0.555 -0.411
H -3.375 0.154 0.924
H 0.302 -3.052 1.396
H 0.672 -3.787 2.975
H -1.008 0.869 0.555
H -1.516 1.095 -1.294
H 1.606 0.421 0.830
H -0.991 -2.854 -1.355
H -4.015 -1.970 1.704
H -0.566 0.092 -1.522
H -3.175 -0.200 2.608
H -0.679 -0.480 -0.050
H 0.247 2.313 0.174
H 2.875 -0.311 2.785
H -3.936 2.966 -1.001
H 2.383 -1.069 1.313
H -1.042 -1.872 0.695
H -0.080 2.226 1.650
H 1.361 1.530 -0.500
H -3.525 1.874 0.278
H 1.880 -3.439 1.862
H -1.739 -0.355 1.567
H -1.670 1.964 -3.358
H 0.012 -0.306 -2.863
*
```

Values from the calculation:
Max |F| = 18.6 eV/Å
HOMO = -8.58 eV
Lowest unoccupied orbital energy = -0.0053 Eh